{
  "formula": "C8H20OSi2",
  "method": "ωB97M-V with the def2-TZVPD basis set",
  "symbols": ["C", "C", "C", "C", "C", "C", "C", "C", "O", "Si", "Si", "H", "H", "H", "H", "H", "H", "H", "H", "H", "H", "H", "H", "H", "H", "H", "H", "H", "H", "H", "H"],
  "coordinates": [[4.71, 0.74, 1.68], [4.43, -0.09, 0.70], [-0.78, -2.38, -0.50], [2.80, 0.05, -1.95], [-3.55, -0.51, 0.84], [-0.90, 0.96, 1.76], [-2.63, 2.25, -0.43], [-1.22, -1.28, -1.49], [-1.12, 0.07, -0.98], [2.67, -0.29, -0.06], [-2.00, 0.59, 0.28], [5.55, 0.52, 2.29], [4.14, 1.52, 2.10], [5.27, -0.74, 0.50], [-0.84, -2.04, 0.63], [-1.36, -3.27, -0.59], [0.30, -2.54, -0.59], [1.87, -0.07, -2.55], [3.34, 0.99, -2.33], [3.42, -0.75, -2.51], [-3.10, -1.31, 1.47], [-4.08, 0.24, 1.36], [-3.94, -0.88, -0.13], [-0.41, 1.83, 1.39], [-1.45, 1.31, 2.73], [-0.11, 0.29, 2.10], [-3.53, 2.18, -1.04], [-2.84, 2.97, 0.46], [-1.93, 2.70, -1.09], [-2.24, -1.70, -1.64], [-0.48, -1.35, -2.39]],
  "mulliken_charge": [-0.680, -0.233, -0.797, -1.097, -0.980, -0.939, -1.135, -0.113, -0.325, 0.151, 0.412, 0.234, 0.283, 0.295, 0.163, 0.343, 0.190, 0.316, 0.371, 0.336, 0.251, 0.411, 0.274, 0.286, 0.259, 0.327, 0.337, 0.262, 0.349, 0.220, 0.230],
  "energy_ev": -26420.563,
  "homo_lumo_gap_ev": 7.48,
  "molar_mass_da": 188.42,
  "de_lowest_kcal_mol": 68.6
}

{
  "formula": "C8H21AlO5P",
  "method": "ωB97M-V with the def2-TZVPD basis set",
  "symbols": ["C", "C", "Al", "O", "H", "H", "H", "H", "H", "H", "O", "P", "O", "C", "C", "O", "C", "C", "O", "C", "C", "H", "H", "H", "H", "H", "H", "H", "H", "H", "H", "H", "H", "H", "H", "H"],
  "coordinates": [[-5.53, -3.27, -1.99], [-4.21, -3.58, -1.95], [-2.96, -2.26, -2.95], [-3.08, -0.67, -1.98], [-5.78, -2.24, -1.70], [-6.29, -4.00, -2.32], [-3.84, -4.49, -1.44], [-3.64, -2.09, -4.40], [-1.48, -2.85, -3.02], [-3.80, -0.78, -1.34], [1.80, -0.86, -0.43], [1.79, 0.60, -0.08], [2.60, 0.56, 1.36], [4.01, 0.38, 1.34], [4.74, 1.60, 0.83], [0.23, 0.71, 0.40], [-0.76, -0.27, 0.02], [-0.89, -1.33, 1.10], [1.88, 2.26, -0.19], [1.04, 3.15, 0.55], [1.11, 3.02, 2.06], [4.26, -0.50, 0.73], [4.32, 0.17, 2.37], [4.53, 1.78, -0.23], [5.82, 1.48, 0.94], [4.43, 2.50, 1.37], [-0.53, -0.70, -0.94], [-1.71, 0.25, -0.09], [0.07, -1.71, 1.43], [-1.50, -2.16, 0.74], [-1.38, -0.91, 1.98], [0.02, 3.08, 0.19], [1.39, 4.15, 0.28], [0.70, 2.07, 2.40], [0.52, 3.81, 2.52], [2.13, 3.08, 2.42]],
  "mulliken_charge": [-0.563, -0.414, 0.215, -0.611, 0.175, 0.212, 0.290, -0.258, -0.250, 0.228, -0.782, 1.159, -0.289, -0.389, -0.950, -0.343, -0.194, -1.086, -0.391, -0.198, -0.913, 0.314, 0.302, 0.281, 0.397, 0.185, 0.276, 0.260, 0.283, 0.339, 0.284, 0.269, 0.348, 0.231, 0.394, 0.192],
  "energy_ev": -34760.165,
  "homo_lumo_gap_ev": 5.37,
  "molar_mass_da": 255.21,
  "total_charge": -1
}

{
  "formula": "C8H21CdO11",
  "method": "ωB97M-V with the def2-TZVPD basis set",
  "symbols": ["Cd", "C", "C", "O", "H", "H", "H", "H", "H", "C", "C", "O", "C", "O", "O", "H", "H", "H", "H", "C", "C", "O", "C", "O", "O", "H", "H", "H", "H", "O", "H", "H", "O", "H", "H", "O", "H", "H", "O", "H", "H"],
  "coordinates": [[-8.89, -1.07, -13.34], [-11.76, -2.33, -16.23], [-10.93, -1.07, -15.93], [-10.67, -0.94, -14.57], [-12.79, -2.26, -15.90], [-11.37, -3.21, -15.68], [-11.72, -2.68, -17.26], [-11.51, -0.26, -16.40], [-10.07, -1.16, -16.60], [-12.72, -5.43, -19.19], [-12.14, -5.75, -17.81], [-12.49, -7.12, -17.68], [-12.70, -7.65, -18.90], [-12.74, -8.81, -19.15], [-12.81, -6.70, -19.81], [-12.05, -4.69, -19.63], [-13.67, -4.91, -19.11], [-12.67, -5.16, -17.06], [-11.09, -5.45, -17.80], [-6.59, 1.30, -18.44], [-7.86, 0.45, -18.19], [-8.83, 1.11, -19.00], [-8.19, 1.94, -19.88], [-8.78, 2.60, -20.65], [-6.84, 1.83, -19.75], [-5.63, 0.79, -18.48], [-6.64, 2.17, -17.78], [-8.13, 0.49, -17.14], [-7.73, -0.54, -18.64], [-10.48, 2.18, -14.31], [-10.50, 1.27, -14.62], [-11.30, 2.56, -14.63], [-13.53, -0.26, -14.14], [-12.72, -0.67, -13.82], [-13.33, -0.03, -15.05], [-8.60, -2.97, -14.31], [-8.51, -3.87, -13.94], [-9.03, -3.10, -15.17], [-13.26, -4.07, -13.34], [-12.84, -3.30, -13.73], [-12.86, -4.83, -13.79]],
  "mulliken_charge": [1.132, -0.895, -0.607, -0.374, 0.448, 0.139, 0.350, 0.434, 0.228, -0.344, 0.095, -0.353, 0.576, -0.494, -0.325, 0.319, 0.275, 0.103, 0.161, -0.426, -0.100, -0.299, 0.609, -0.479, -0.309, 0.317, 0.298, 0.104, 0.260, -0.688, 0.341, 0.329, -0.578, 0.252, 0.321, -0.523, 0.350, 0.347, -0.623, 0.315, 0.311],
  "energy_ev": -35712.576,
  "homo_lumo_gap_ev": 4.76,
  "molar_mass_da": 405.66,
  "total_charge": 1
}

{
  "formula": "C8H21F4NO5P",
  "method": "ωB97M-V with the def2-TZVPD basis set",
  "symbols": ["C", "N", "C", "P", "C", "O", "O", "C", "F", "F", "C", "F", "F", "H", "H", "H", "H", "H", "H", "H", "H", "H", "C", "O", "H", "H", "H", "H", "C", "O", "H", "H", "H", "H", "C", "O", "H", "H", "H", "H"],
  "coordinates": [[4.38, -2.14, 0.68], [3.71, -1.02, 0.00], [2.55, -0.56, 0.78], [1.08, -0.02, -0.24], [1.57, 1.81, -0.02], [1.25, 2.33, 1.08], [2.16, 2.47, -0.91], [0.35, -1.81, -0.45], [-0.10, -1.92, -1.77], [1.23, -2.84, -0.21], [-0.91, -2.10, 0.49], [-0.48, -1.91, 1.77], [-2.02, -1.34, 0.17], [4.30, -2.08, 1.79], [5.45, -2.20, 0.38], [3.91, -3.09, 0.37], [4.36, -0.28, -0.20], [2.89, 0.35, 1.33], [2.25, -1.26, 1.58], [-0.13, 0.29, 0.49], [1.06, 0.17, -1.66], [-1.21, -3.16, 0.35], [-4.42, 1.03, -0.78], [-3.11, 1.53, -1.01], [-5.14, 1.73, -1.21], [-4.54, 0.05, -1.25], [-4.60, 0.96, 0.30], [-2.50, 0.90, -0.62], [-6.97, 0.52, -3.21], [-7.07, -0.89, -2.98], [-5.97, 0.75, -3.55], [-7.69, 0.82, -3.97], [-7.17, 1.05, -2.28], [-7.96, -1.07, -2.69], [4.69, 2.36, 3.12], [5.07, 1.27, 2.28], [3.65, 2.23, 3.41], [5.32, 2.38, 4.02], [4.79, 3.30, 2.57], [5.99, 1.40, 2.03]],
  "mulliken_charge": [-0.923, -0.315, -0.533, 0.257, 0.421, -0.737, -0.792, 0.714, -0.319, -0.291, -0.059, -0.242, -0.201, 0.294, 0.344, 0.244, 0.310, 0.108, 0.561, -0.099, -0.004, 0.246, -0.482, -0.516, 0.176, 0.221, 0.289, 0.310, -0.531, -0.504, 0.233, 0.309, 0.216, 0.287, -0.590, -0.446, 0.220, 0.276, 0.286, 0.263],
  "energy_ev": -40520.263,
  "homo_lumo_gap_ev": 5.83,
  "molar_mass_da": 318.22,
  "total_charge": -1
}

{
  "formula": "C8H21F9HfN10O29S7",
  "method": "ωB97M-V with the def2-TZVPD basis set",
  "symbols": ["Hf", "C", "F", "F", "F", "S", "O", "O", "O", "N", "S", "O", "O", "F", "S", "O", "O", "F", "N", "S", "O", "O", "F", "S", "O", "O", "F", "N", "S", "O", "O", "F", "S", "O", "O", "F", "C", "N", "O", "O", "H", "H", "H", "C", "N", "O", "O", "H", "H", "H", "C", "N", "O", "O", "H", "H", "H", "C", "N", "O", "O", "H", "H", "H", "C", "N", "O", "O", "H", "H", "H", "C", "N", "O", "O", "H", "H", "H", "C", "N", "O", "O", "H", "H", "H"],
  "coordinates": [[-0.47, -0.05, 3.83], [-1.71, -4.55, 2.17], [-1.48, -5.82, 1.85], [-2.58, -4.04, 1.23], [-2.25, -4.45, 3.36], [-0.10, -3.51, 2.20], [0.34, -3.30, 0.84], [-0.36, -2.20, 2.85], [0.97, -4.24, 3.00], [-2.72, 0.04, 3.82], [-3.84, 1.08, 3.34], [-4.68, 1.72, 4.40], [-4.38, 0.87, 2.02], [-2.68, 2.18, 3.08], [-3.98, -1.11, 4.05], [-4.43, -1.67, 2.79], [-4.91, -1.00, 5.13], [-2.91, -2.14, 4.60], [1.72, -0.34, 4.24], [2.96, -1.29, 3.46], [2.99, -2.74, 3.74], [4.17, -0.64, 3.01], [2.11, -1.28, 2.08], [2.77, 0.26, 5.20], [3.48, 1.46, 4.74], [3.55, -0.66, 6.05], [1.64, 0.80, 6.22], [-0.26, 0.43, 1.67], [-1.34, 0.06, 0.37], [-0.90, -0.72, -0.76], [-2.37, 1.07, 0.20], [-2.16, -1.03, 1.26], [0.64, 1.09, 0.60], [0.25, 2.43, 0.13], [1.61, 0.24, -0.09], [1.53, 1.60, 1.78], [-4.99, -1.82, -0.51], [-4.63, -0.84, -1.58], [-5.24, 0.23, -1.52], [-3.82, -1.13, -2.43], [-5.28, -1.21, 0.35], [-4.13, -2.38, -0.13], [-5.89, -2.37, -0.74], [-0.21, 4.72, -1.82], [0.37, 5.53, -0.72], [-0.39, 6.35, -0.19], [1.60, 5.44, -0.57], [-1.14, 4.26, -1.47], [0.54, 3.98, -2.09], [-0.30, 5.43, -2.64], [-0.97, -0.10, -3.91], [-1.33, 1.32, -3.72], [-1.75, 1.96, -4.63], [-1.32, 1.72, -2.56], [-1.47, -0.43, -4.82], [-1.41, -0.59, -3.04], [0.11, -0.24, -3.94], [3.09, 2.24, -4.46], [3.15, 2.15, -2.99], [3.89, 2.92, -2.35], [2.28, 1.46, -2.49], [3.29, 1.27, -4.91], [3.95, 2.86, -4.71], [2.12, 2.65, -4.72], [2.45, -1.91, -2.67], [2.42, -1.71, -4.13], [3.36, -1.02, -4.58], [1.46, -2.07, -4.80], [3.38, -2.40, -2.39], [1.65, -2.63, -2.50], [2.15, -1.02, -2.11], [4.42, 4.45, 0.45], [4.04, 4.22, 1.87], [4.06, 5.21, 2.67], [3.67, 3.11, 2.27], [4.33, 5.52, 0.25], [3.85, 3.88, -0.28], [5.47, 4.14, 0.43], [-1.53, -4.13, -1.80], [-0.37, -4.97, -2.11], [0.27, -4.85, -3.13], [-0.25, -5.97, -1.36], [-1.82, -3.71, -2.76], [-1.06, -3.41, -1.13], [-2.33, -4.69, -1.31]],
  "mulliken_charge": [1.302, 0.522, -0.168, -0.170, -0.203, 1.374, -0.726, 0.092, -0.591, -0.101, 0.765, -0.531, -0.347, -0.282, 0.786, -0.400, -0.482, -0.281, 0.108, 0.759, -0.487, -0.436, -0.092, 0.740, -0.389, -0.513, -0.341, 0.880, 0.455, -0.157, -0.603, -0.083, 1.081, -0.528, -0.582, -0.314, -0.660, 1.069, -0.563, -0.565, 0.263, 0.069, 0.412, -0.552, 0.946, -0.571, -0.489, 0.221, 0.025, 0.412, -0.120, 0.959, -0.596, -0.410, 0.312, -0.228, 0.043, -0.762, 0.902, -0.568, -0.448, 0.224, 0.338, 0.259, 0.087, 1.022, -0.643, -0.529, 0.345, -0.313, 0.044, -0.568, 0.896, -0.556, -0.488, 0.315, 0.104, 0.319, -0.405, 0.982, -0.565, -0.572, 0.345, -0.085, 0.284],
  "energy_ev": -184492.806,
  "homo_lumo_gap_ev": 5.08,
  "molar_mass_da": 1295.24,
  "de_lowest_kcal_mol": 115.9
}

{
  "formula": "C8H21IN2S",
  "method": "ωB97M-V with the def2-TZVPD basis set",
  "symbols": ["C", "C", "C", "C", "C", "C", "C", "C", "N", "N", "S", "I", "H", "H", "H", "H", "H", "H", "H", "H", "H", "H", "H", "H", "H", "H", "H", "H", "H", "H", "H", "H", "H"],
  "coordinates": [[-1.93, 0.53, -0.06], [-1.30, -1.67, -0.65], [1.64, -1.07, -0.12], [-0.02, 2.00, 1.98], [-0.15, 0.06, -1.93], [-0.66, -0.29, -0.53], [0.47, -0.38, 0.58], [1.03, 1.18, 1.23], [-0.97, -0.36, -3.12], [2.02, 0.77, 2.24], [0.00, -1.31, 2.06], [1.78, 2.58, -0.19], [-2.25, -0.06, 0.76], [-2.80, 0.38, -0.77], [-1.83, 1.59, 0.08], [-0.63, -2.58, -0.99], [-1.78, -2.03, 0.28], [-2.11, -1.66, -1.31], [2.34, -1.43, 0.49], [2.17, -0.32, -0.70], [1.26, -1.88, -0.66], [0.52, 2.77, 2.50], [-0.65, 2.56, 1.28], [-0.62, 1.45, 2.76], [-0.12, 1.23, -2.09], [0.86, -0.21, -2.10], [-0.43, -0.65, -3.93], [-1.68, 0.29, -3.38], [-1.46, -1.23, -2.90], [2.65, -0.04, 1.83], [1.63, 0.62, 3.09], [2.64, 1.66, 2.51], [0.38, -2.48, 1.76]],
  "mulliken_charge": [-1.769, -2.468, -2.525, -1.467, -1.296, 1.494, 1.058, -0.664, -0.031, 0.024, -0.043, 0.320, 0.517, 0.478, 0.189, 0.239, 0.555, 0.838, 0.777, 0.510, 0.547, 0.577, 0.441, 0.323, 0.299, 0.528, 0.391, 0.397, 0.311, 0.302, 0.355, 0.522, 0.274],
  "energy_ev": -30534.527,
  "homo_lumo_gap_ev": 9.96,
  "molar_mass_da": 304.24,
  "de_lowest_kcal_mol": 53.8,
  "total_charge": 2
}

{
  "formula": "C8H21InN2O5P",
  "method": "ωB97M-V with the def2-TZVPD basis set",
  "symbols": ["O", "C", "C", "In", "P", "O", "O", "H", "H", "H", "H", "H", "H", "H", "C", "C", "O", "N", "C", "H", "H", "H", "H", "H", "H", "H", "C", "C", "O", "N", "C", "H", "H", "H", "H", "H", "H", "H"],
  "coordinates": [[3.47, -1.78, 4.35], [3.14, -1.38, 3.27], [3.93, -1.63, 2.05], [4.66, 0.33, 1.10], [6.49, 1.20, 2.70], [7.85, 0.19, 2.36], [6.00, 0.89, 4.29], [2.21, -0.76, 3.18], [4.84, -2.12, 2.40], [3.42, -2.28, 1.33], [5.42, -0.15, -0.45], [3.40, 1.51, 0.93], [8.23, 0.62, 1.59], [6.43, 0.11, 4.66], [-0.16, 2.02, 1.78], [0.37, 1.59, 0.43], [1.53, 1.77, 0.11], [-0.50, 1.00, -0.44], [-1.91, 0.70, -0.24], [0.65, 2.47, 2.34], [-0.96, 2.75, 1.66], [-0.53, 1.15, 2.33], [-0.08, 0.74, -1.31], [-2.06, -0.37, -0.34], [-2.49, 1.21, -1.01], [-2.26, 1.02, 0.74], [-5.81, -0.76, -1.96], [-4.67, -0.09, -2.70], [-4.05, 0.84, -2.21], [-4.36, -0.56, -3.94], [-4.97, -1.64, -4.67], [-5.94, -0.28, -1.00], [-6.74, -0.67, -2.53], [-5.58, -1.82, -1.80], [-3.59, -0.06, -4.36], [-4.22, -2.40, -4.89], [-5.37, -1.26, -5.62], [-5.78, -2.10, -4.11]],
  "mulliken_charge": [-0.562, 0.178, -1.017, 0.492, 0.109, -0.538, -0.485, 0.258, 0.242, 0.358, -0.355, -0.227, 0.294, 0.271, -1.286, 0.676, -0.589, -0.122, -0.786, 0.267, 0.415, 0.345, 0.209, 0.194, 0.369, 0.316, -1.353, 0.800, -0.648, -0.164, -0.823, 0.293, 0.387, 0.372, 0.230, 0.282, 0.282, 0.316],
  "energy_ev": -36316.581,
  "homo_lumo_gap_ev": 4.44,
  "molar_mass_da": 371.06,
  "total_charge": -1
}